# 1
This record from OMol25 describes C43H47F9N6PPbSSi as an isolated structure. The level of theory is the ωB97M-V functional and the def2-TZVPD basis.

Maximum force, eV/Å: 0.9
HOMO level, eV: -15.463

Geometry as ORCA input:
```
! wB97M-V def2-TZVPD RIJCOSX def2/J DEFGRID3
* xyz 3 1
Pb -0.07363 0.38440 1.83526
C 4.13780 2.80519 2.16656
C 2.76688 2.34558 1.79543
N 2.30211 1.21983 2.21622
N 3.07923 0.46805 3.06035
C 2.52042 -0.16303 4.11246
N 3.31838 -0.81138 4.94675
S 0.84425 -0.13086 4.38734
C 1.84100 3.21342 1.03325
C 2.18193 4.49790 0.62703
C 1.21768 5.30033 0.02848
C -0.05780 4.79907 -0.15450
C -0.29844 3.48733 0.23229
N 0.61160 2.72556 0.81654
H 4.89405 2.07857 1.85952
H 4.20676 2.92220 3.25240
H 4.41051 3.74867 1.71344
H 4.08561 0.57330 3.02225
H 4.32601 -0.79365 4.87929
H 2.92254 -1.27257 5.75084
H 3.16886 4.90825 0.77634
H 1.46921 6.30690 -0.27696
H -0.84750 5.40410 -0.57706
H -1.26626 3.02387 0.06105
F -1.45461 2.60108 -7.92967
C -1.34943 1.29837 -7.62652
F -2.53769 0.72993 -7.88704
F -0.44193 0.75583 -8.44112
C -0.98502 1.11236 -6.17200
C 0.16913 0.42823 -5.81106
C 0.47098 0.25289 -4.47294
C -0.37560 0.76452 -3.48918
C -1.52406 1.45113 -3.85932
C -1.83095 1.62368 -5.20178
P 0.08820 0.47294 -1.71712
C 1.75634 1.24900 -1.82627
C 2.91740 0.78097 -1.21666
C 4.09838 1.50340 -1.30085
C 4.11340 2.73424 -1.93781
C 2.95807 3.23508 -2.51933
C 1.79119 2.49354 -2.46223
C 5.39636 3.52593 -1.94475
F 5.27514 4.68996 -2.58076
F 5.75483 3.81221 -0.66036
F 6.40066 2.83896 -2.48566
C 0.23209 -1.35992 -1.91507
C 1.30433 -2.17828 -1.58907
C 1.23621 -3.55116 -1.79546
C 0.09185 -4.11208 -2.33051
C -1.00229 -3.31095 -2.64297
C -0.93483 -1.95012 -2.41726
C -0.02160 -5.59704 -2.56853
F -0.92897 -6.12748 -1.70377
F 1.13132 -6.23584 -2.35706
F -0.44704 -5.87064 -3.79900
H 0.82430 0.03323 -6.57489
H 1.36796 -0.28826 -4.19806
H -2.18914 1.85908 -3.10640
H -2.72686 2.15307 -5.49916
H 2.92651 -0.16087 -0.68441
H 5.01564 1.10255 -0.88628
H 2.98781 4.18735 -3.03139
H 0.89827 2.88360 -2.93301
H 2.22317 -1.76661 -1.19779
H 2.08220 -4.18044 -1.55264
H -1.89671 -3.75732 -3.05875
H -1.78562 -1.32749 -2.67189
C -4.11103 1.37941 -0.10548
Si -4.55688 0.89168 1.63351
C -4.77302 -0.92588 1.93397
C -4.43314 2.08485 3.00280
C -3.86595 3.35449 2.78519
C -3.74260 4.24799 3.82927
C -4.19265 3.89722 5.09943
C -4.75894 2.64713 5.32791
C -4.87690 1.74064 4.29317
H -4.85913 1.01523 -0.81467
H -3.15330 0.92876 -0.39046
H -4.04030 2.45915 -0.23776
H -5.70467 -1.16060 2.45437
H -3.95325 -1.29773 2.55504
H -4.77457 -1.47630 0.99284
H -3.52818 3.64163 1.79616
H -3.31032 5.22416 3.65737
H -4.10472 4.60545 5.91223
H -5.11394 2.38760 6.31568
H -5.32304 0.77165 4.48227
C -0.10325 -6.30367 1.45418
C -0.85543 -5.35146 2.38503
N -0.46966 -3.94166 2.20869
C 0.66305 -3.47315 2.99173
C 1.96997 -3.44193 2.20215
C -1.05879 -3.15612 1.32183
C -2.16383 -3.75743 0.49676
N -0.76754 -1.86728 1.14673
H -0.62440 -7.25858 1.40827
H 0.90804 -6.49690 1.80941
H -0.04041 -5.90644 0.44122
H -0.64955 -5.61839 3.41995
H -1.92800 -5.45717 2.24430
H 0.76580 -4.13082 3.85248
H 0.42415 -2.48369 3.35827
H 2.16527 -4.40791 1.74009
H 2.79918 -3.22374 2.87577
H 1.94117 -2.68146 1.41906
H -3.02268 -3.99422 1.12776
H -1.84873 -4.68105 0.01666
H -2.49227 -3.06984 -0.27746
H -1.27613 -1.55338 0.32553
*
```

# 2
This record from OMol25 describes an isolated molecule of C3H4N2O3. The level of theory is the ωB97M-V functional and the def2-TZVPD basis.

Structure (SMILES): Oc1ncn(O)c1O
Maximum force, eV/Å: 4.7
ΔE to the lowest compared entry with this formula, charge and spin, kcal/mol: 85.7
HOMO level, eV: -8.165

Geometry as ORCA input:
```
! wB97M-V def2-TZVPD RIJCOSX def2/J DEFGRID3
* xyz 0 1
C -1.12810 0.05077 -0.08095
C 0.23963 -1.59715 0.02281
C 0.08678 0.65863 -0.15846
H -2.96322 -0.11925 -0.24248
H 0.71984 -2.52945 -0.01114
H 2.48738 0.63968 -0.55372
H 0.19392 2.31785 0.72998
N -1.04008 -1.29335 0.01156
N 0.95023 -0.42049 0.00296
O -2.36127 0.58352 0.15641
O 2.23595 -0.13724 0.18515
O 0.57894 1.84648 -0.06212
*
```

# 3
This record from OMol25 describes a 2-piece molecular cluster, C5H9N overall. The level of theory is the ωB97M-V functional and the def2-TZVPD basis.

Maximum force, eV/Å: 5.3
ΔE to the lowest compared entry with this formula, charge and spin, kcal/mol: 117.1
HOMO level, eV: -7.390

Geometry as ORCA input:
```
! wB97M-V def2-TZVPD RIJCOSX def2/J DEFGRID3
* xyz 0 1
C 2.88101 -0.43390 0.27631
C 1.90958 -1.19537 -0.12338
C -0.19024 -0.24797 0.07525
C -0.05503 1.15014 0.57278
C -2.49572 -0.70636 -0.41828
N -1.07426 -0.95055 -0.32030
H 3.93934 -0.87223 0.50076
H 2.61373 0.49739 0.93827
H 1.65811 -2.04464 -0.82882
H 0.24353 1.18796 1.61952
H 0.65289 1.62323 -0.00968
H -0.98376 1.67956 0.44828
H -2.99411 -1.63032 -0.72812
H -2.57137 0.17926 -1.07565
H -2.84601 -0.46996 0.50466
*
```

# 4
This record from OMol25 describes a 13-piece molecular cluster, C64H72F6O14 overall. The level of theory is the ωB97M-V functional and the def2-TZVPD basis.

Maximum force, eV/Å: 4.8
HOMO level, eV: -9.000

Geometry as ORCA input:
```
! wB97M-V def2-TZVPD RIJCOSX def2/J DEFGRID3
* xyz 0 1
F -0.22815 -6.16850 3.63487
C -0.44022 -6.19055 2.34406
C 0.58418 -6.33254 1.40828
C 0.20807 -6.31608 0.05775
C -1.13400 -6.09987 -0.29066
C -2.13987 -5.97238 0.67958
C -1.81238 -6.07801 2.01484
H 1.66350 -6.45751 1.78339
H 0.94372 -6.44426 -0.72282
H -1.38596 -6.17973 -1.38992
H -3.13307 -5.84724 0.42192
H -2.60619 -6.00711 2.73383
F -0.17355 5.84500 -1.14973
C -1.47111 5.38148 -1.04053
C -1.67303 4.19198 -0.35713
C -3.03091 3.72837 -0.26031
C -4.06152 4.38652 -0.94288
C -3.77552 5.53617 -1.63121
C -2.45890 6.11386 -1.69347
H -0.86376 3.70645 0.16253
H -3.23715 2.75574 0.28673
H -5.06146 4.04532 -0.89145
H -4.58444 6.03965 -2.13802
H -2.22356 6.96476 -2.30279
F 5.09742 -3.17583 -1.60953
C 4.65711 -3.26424 -0.35400
C 3.70343 -2.41278 0.04597
C 3.28472 -2.40415 1.37340
C 3.81567 -3.30224 2.26825
C 4.83939 -4.14598 1.83716
C 5.26976 -4.10699 0.53504
H 3.40025 -1.62168 -0.73025
H 2.61228 -1.67192 1.70194
H 3.53528 -3.43496 3.34788
H 5.32657 -4.79271 2.57084
H 6.09409 -4.76514 0.30398
F -3.91849 -3.45503 1.22742
C -4.57552 -2.37705 0.76238
C -4.64533 -1.27158 1.59491
C -5.40402 -0.17468 1.20513
C -6.08876 -0.17099 0.00246
C -6.06823 -1.37492 -0.83393
C -5.18546 -2.37434 -0.47000
H -4.03874 -1.18965 2.49927
H -5.38479 0.73791 1.83075
H -6.66034 0.73300 -0.28438
H -6.63487 -1.41432 -1.72507
H -5.13135 -3.30243 -1.10086
F -3.04216 0.66111 -3.04690
C -4.30189 0.50202 -3.54839
C -4.75623 -0.60634 -4.20217
C -6.08473 -0.55376 -4.69723
C -7.03416 0.48351 -4.49362
C -6.44009 1.53514 -3.76502
C -5.12010 1.55813 -3.36945
H -4.06260 -1.42233 -4.20919
H -6.35590 -1.36788 -5.36388
H -8.00772 0.43583 -4.88782
H -7.06407 2.40168 -3.58064
H -4.69164 2.45921 -3.01884
F -0.19876 2.06560 1.75226
C -0.25744 1.05527 0.78555
C -1.47616 0.52151 0.45107
C -1.54478 -0.27563 -0.72297
C -0.38523 -0.54747 -1.43327
C 0.82351 -0.01443 -1.00968
C 0.94612 0.78922 0.12983
H -2.34864 0.75282 0.99616
H -2.46882 -0.80718 -1.01971
H -0.43151 -1.10987 -2.35643
H 1.78630 -0.11436 -1.61341
H 1.83524 1.30421 0.38711
O 3.33747 -0.69880 -3.35536
C 4.16731 0.11973 -3.27803
O 4.04723 1.06393 -2.30771
C 5.15400 1.97975 -2.31997
C 5.94680 1.83381 -3.66075
C 5.45096 0.35605 -4.03265
H 5.84405 1.79023 -1.47746
H 4.72846 2.95832 -2.17128
H 7.06363 1.92472 -3.57809
H 5.55422 2.58368 -4.28824
H 6.23470 -0.44388 -3.86628
H 5.30426 0.21592 -5.13948
O -2.43928 -0.90137 4.07345
C -1.41961 -1.44263 3.73015
O -0.27839 -1.35826 4.44488
C 0.67278 -2.20098 3.84373
C 0.22038 -2.48760 2.40458
C -1.28186 -2.43953 2.64235
H 0.67035 -3.14379 4.39641
H 1.66337 -1.64489 3.84375
H 0.54818 -3.47109 2.05071
H 0.47188 -1.71257 1.66542
H -1.70952 -3.34648 2.97788
H -2.02021 -1.99025 1.97508
O -4.66796 4.07782 6.41182
C -3.73818 3.38810 6.09564
O -2.86485 3.01427 7.04065
C -1.93087 2.07989 6.55615
C -1.91945 2.23853 4.97762
C -3.26341 2.95807 4.74396
H -2.27594 1.12202 6.84254
H -0.94662 2.24014 7.02618
H -1.88568 1.22054 4.45856
H -1.02531 2.80897 4.65016
H -3.95981 2.32744 4.19294
H -3.31572 3.87123 4.11765
O 2.87266 3.04857 -4.43976
C 1.75689 2.69282 -4.15086
O 1.02545 1.87130 -4.94639
C -0.20762 1.53794 -4.20646
C -0.55613 2.71822 -3.32539
C 0.89407 3.13809 -2.98501
H 0.02365 0.66389 -3.68971
H -0.91353 1.14855 -4.90198
H -1.15674 2.43221 -2.44675
H -1.04872 3.45006 -3.92792
H 1.17359 2.56012 -2.05945
H 1.19686 4.07905 -2.60014
O -2.13557 -2.31753 -3.33562
C -1.39630 -2.74603 -4.17844
O -1.69277 -2.52888 -5.51281
C -0.78149 -3.10548 -6.40731
C 0.46397 -3.46624 -5.48665
C -0.19406 -3.60510 -4.09991
H -0.56364 -2.35941 -7.14040
H -1.18627 -3.96676 -6.90913
H 1.24196 -2.80096 -5.50591
H 0.82603 -4.46917 -5.85397
H 0.56274 -3.40887 -3.31851
H -0.60915 -4.60646 -3.92772
O 2.96467 3.03845 0.96190
C 3.04498 3.33743 2.11423
O 4.25980 3.44505 2.78024
C 4.05386 3.82175 4.16440
C 2.67410 4.44048 4.20517
C 1.95558 3.66249 3.09774
H 4.83278 4.51676 4.34748
H 4.13641 2.88178 4.73803
H 2.78758 5.48187 3.81971
H 2.06596 4.55380 5.11010
H 1.06911 4.02410 2.62870
H 1.64916 2.66087 3.47809
O 2.70123 0.25396 3.18602
C 3.91315 0.24049 3.16387
O 4.84181 -0.03420 4.15073
C 6.11778 0.38647 3.76913
C 6.06154 0.82183 2.29703
C 4.69809 0.44662 1.88110
H 6.78571 -0.47192 3.81865
H 6.45224 1.13965 4.44055
H 6.82266 0.25181 1.75426
H 6.31279 1.90298 2.20963
H 4.65699 -0.49206 1.32152
H 4.28547 1.26376 1.35192
*
```

# 5
This record from OMol25 describes a 3-piece molecular cluster, C36H41Br2F10NO14S3 overall. The level of theory is the ωB97M-V functional and the def2-TZVPD basis.

Structure (SMILES): CCc1c(CCO)c(CCCN)c([C@@H](C)F)c2c1C(=O)c1c(COC)cc([C@@H](Br)[C@@H](C)Br)c(S(=O)(=O)C(F)(F)C(F)(F)C(F)(F)C(F)(F)F)c1C2=O.O=S1(=O)OCCO1.O=S1(=O)OCCO1
Maximum force, eV/Å: 1.1
HOMO level, eV: -9.504

Geometry as ORCA input:
```
! wB97M-V def2-TZVPD RIJCOSX def2/J DEFGRID3
* xyz 0 1
C -1.39939 3.95019 -1.71804
C -1.76061 3.57661 -3.18463
C -1.15577 2.25203 -3.56545
C 0.11707 2.14135 -4.13192
C 0.92682 3.39404 -4.38467
C 2.10481 3.54248 -3.42770
O 3.06498 4.38012 -4.07693
C 0.65217 0.88150 -4.45760
C 2.00240 0.83524 -5.14476
C 3.15318 0.12371 -4.39447
C 4.51159 0.74012 -4.72641
N 4.97754 0.34641 -6.06991
C -0.05595 -0.29345 -4.18661
C 0.55998 -1.61604 -4.60281
C 1.35782 -2.35283 -3.52016
F -0.35830 -2.48177 -5.16779
C -1.31189 -0.18345 -3.56102
C -1.85150 1.07498 -3.29970
C -3.22616 1.08650 -2.72687
O -4.12290 1.80737 -3.10588
C -3.45310 0.09410 -1.63863
C -4.19415 0.45006 -0.51535
C -4.79778 1.81964 -0.33671
O -5.00877 2.06146 1.03788
C -4.73951 3.39569 1.41613
C -4.38501 -0.50552 0.46516
C -3.83159 -1.76774 0.38492
C -4.14991 -2.72717 1.52657
Br -4.33578 -1.83503 3.24201
C -5.38106 -3.59395 1.16562
C -5.34618 -4.91707 1.92548
Br -7.06507 -2.68916 1.52865
C -3.07673 -2.10726 -0.75406
S -2.33066 -3.70320 -0.85186
O -2.19492 -4.16259 -2.19342
O -2.92669 -4.61663 0.08157
C -0.53883 -3.39285 -0.34906
F 0.14915 -4.29599 -1.05205
F -0.21771 -2.16649 -0.82048
C -0.08145 -3.50320 1.15420
F -1.07067 -3.88698 1.97394
F 0.88345 -4.44277 1.21119
C 0.59406 -2.22163 1.75272
F 1.62820 -1.84766 0.98470
F 1.09535 -2.61256 2.95243
C -0.29912 -0.99889 2.09000
F -1.13449 -1.29508 3.07577
F -0.99142 -0.57023 1.03556
F 0.51021 -0.00654 2.48764
C -2.90823 -1.16920 -1.79714
C -2.24282 -1.32639 -3.17602
O -2.62771 -2.16315 -3.94155
H -0.62545 4.71155 -1.66280
H -2.28329 4.34740 -1.21598
H -1.10770 3.06468 -1.15316
H -1.41648 4.38077 -3.82377
H -2.83924 3.55376 -3.26457
H 0.33185 4.29786 -4.38680
H 1.36198 3.33171 -5.38165
H 2.55567 2.56903 -3.22518
H 1.79352 4.01826 -2.49499
H 3.91861 4.27292 -3.65038
H 1.85429 0.31558 -6.09578
H 2.35736 1.82303 -5.40755
H 2.99053 0.07209 -3.31811
H 3.20875 -0.90399 -4.75876
H 4.46301 1.82943 -4.67966
H 5.22084 0.36209 -3.98611
H 4.42355 -0.41960 -6.43136
H 5.92577 0.00129 -6.02728
H 1.25480 -1.38430 -5.41141
H 1.38802 -1.79830 -2.58840
H 2.38087 -2.52751 -3.84517
H 0.90024 -3.33039 -3.38813
H -5.73413 1.89659 -0.89526
H -4.11111 2.56561 -0.74547
H -3.66391 3.59391 1.44896
H -5.14804 3.53550 2.41370
H -5.21633 4.10632 0.73614
H -4.98769 -0.22612 1.31289
H -3.34605 -3.42783 1.69711
H -5.32763 -3.79000 0.09903
H -4.91502 -4.78448 2.91754
H -6.34470 -5.32718 2.04935
H -4.74410 -5.64051 1.37810
C 2.81871 1.80843 3.82702
C 3.68544 2.06333 5.04174
O 4.31781 3.32358 4.74660
S 3.33610 4.24530 3.89473
O 2.65908 5.15490 4.74699
O 4.03557 4.70290 2.74815
O 2.30337 3.09976 3.47007
H 3.40762 1.42816 2.98955
H 1.99717 1.13002 4.03232
H 4.42818 1.29294 5.20167
H 3.08404 2.18092 5.94467
C 3.70249 -2.61355 8.04440
C 4.58289 -2.33072 9.24512
O 5.19639 -1.06998 8.93137
S 4.18349 -0.16620 8.09787
O 3.51683 0.74145 8.95622
O 4.85102 0.29955 6.93243
O 3.16437 -1.32744 7.69690
H 4.28094 -2.98905 7.19891
H 2.88928 -3.29836 8.26570
H 5.35300 -3.08138 9.39354
H 3.99804 -2.21615 10.15914
*
```

# 6
This record from OMol25 describes C16H28B2F4N6O7Ti as an isolated structure. The level of theory is the ωB97M-V functional and the def2-TZVPD basis.

Maximum force, eV/Å: 0.9
ΔE to the lowest compared entry with this formula, charge and spin, kcal/mol: 0.0
HOMO level, eV: -15.678

Geometry as ORCA input:
```
! wB97M-V def2-TZVPD RIJCOSX def2/J DEFGRID3
* xyz 2 1
Ti -0.26274 0.01312 0.20278
C 3.95486 -0.09767 1.48323
C 2.55824 -0.38597 1.08800
N 1.70748 0.49386 0.71616
O 2.05552 1.78400 0.54761
B 1.49354 2.68200 1.66367
F 1.90662 2.15080 2.85739
F 1.87227 3.93973 1.34641
O -0.02227 2.67635 1.61499
N -0.61381 1.48040 1.70974
C -1.66483 1.36670 2.43760
C -2.22356 2.43810 3.29320
C -2.26479 0.00203 2.36461
N -1.73146 -0.73325 1.45556
O -2.13950 -2.00707 1.32654
B -1.05198 -3.02186 1.61972
F -1.60307 -4.24087 1.45766
F -0.49092 -2.70891 2.84222
O 0.06819 -2.92155 0.57608
N 0.75237 -1.76407 0.66751
C 1.96605 -1.75672 1.08401
C 2.72940 -2.95516 1.49092
C -3.31045 -0.48189 3.28986
H 4.05074 0.94543 1.77151
H 4.63297 -0.29450 0.64781
H 4.25230 -0.74278 2.30833
H -1.59662 3.32237 3.26243
H -2.30359 2.08124 4.32205
H -3.23309 2.69030 2.95871
H 2.12216 -3.84887 1.39341
H 3.04657 -2.84740 2.53090
H 3.63487 -3.04481 0.88616
H -3.89236 0.33624 3.70494
H -2.81666 -1.01253 4.11165
H -3.95495 -1.20133 2.78963
C -0.75368 4.35419 -1.22876
N 0.12545 3.43745 -1.96858
C 1.08045 4.03336 -2.91433
C 0.15773 2.16915 -1.70434
O -0.62758 1.62275 -0.85916
C 1.15257 1.24731 -2.38300
O 0.96173 -0.05666 -1.83448
C 0.52717 -1.10429 -2.69613
C -0.73256 -1.69110 -2.07958
O -1.24654 -1.02286 -1.11878
N -1.24833 -2.80905 -2.48224
C -2.39602 -3.41131 -1.78511
C -0.71775 -3.59005 -3.60090
H -1.22975 5.02505 -1.93970
H -0.14868 4.92357 -0.52355
H -1.50440 3.78924 -0.68962
H 0.87895 5.09767 -2.97356
H 0.96063 3.60570 -3.90878
H 2.10290 3.89889 -2.56186
H 2.16748 1.57416 -2.15287
H 1.01763 1.24530 -3.46549
H 1.31520 -1.85562 -2.75213
H 0.32129 -0.73355 -3.70217
H -2.87747 -2.67487 -1.15270
H -2.03674 -4.23195 -1.16427
H -3.09137 -3.78727 -2.53165
H 0.13876 -3.10884 -4.06177
H -1.49823 -3.70755 -4.35057
H -0.42634 -4.57430 -3.23695
*
```